1.
The molecule C20H26N2O4S, computed with ωB97M-V/def2-TZVPD.

CARTESIAN COORDINATES (ANGSTROEM)
C (-0.0902, 3.6240, -0.0721)
C (-0.3576, 2.9346, -1.4049)
O (-0.8514, 1.6204, -1.2415)
C (-0.0772, 0.6735, -0.6519)
C (1.3113, 0.6863, -0.6404)
C (2.0743, -0.3704, -0.1351)
N (3.4626, -0.3775, -0.1887)
C (4.1824, 0.6484, -0.9150)
C (4.4802, 1.8640, -0.0257)
O (5.2028, 1.4740, 1.1211)
C (4.4993, 0.4907, 1.8519)
C (4.2182, -0.7503, 0.9956)
C (1.3780, -1.4943, 0.3518)
O (2.0567, -2.6136, 0.8183)
C (1.9878, -3.7437, -0.0328)
C (2.7352, -3.5375, -1.3458)
C (-0.0047, -1.4879, 0.3925)
C (-0.7465, -0.4161, -0.0772)
N (-2.1501, -0.4382, 0.0107)
C (-2.9047, 0.5760, 0.5197)
O (-2.4475, 1.6017, 0.9842)
C (-4.3547, 0.3324, 0.4863)
C (-5.3127, 1.1908, 0.9473)
C (-6.6229, 0.6981, 0.7958)
C (-6.6747, -0.5352, 0.2205)
C (-7.8683, -1.3633, -0.0916)
S (-5.0836, -1.1134, -0.1503)
H (0.0809, 4.6854, -0.2296)
H (0.7768, 3.1940, 0.4235)
H (-0.9546, 3.4818, 0.5713)
H (-1.1636, 3.4488, -1.9351)
H (0.5349, 2.9431, -2.0469)
H (1.8142, 1.5419, -1.0573)
H (3.6369, 0.9368, -1.8128)
H (5.1384, 0.2082, -1.2221)
H (5.1070, 2.5883, -0.5494)
H (3.5402, 2.3496, 0.2786)
H (5.1313, 0.2395, 2.7049)
H (3.5451, 0.9049, 2.2146)
H (3.6678, -1.4874, 1.5738)
H (5.1694, -1.1830, 0.6672)
H (0.9402, -4.0032, -0.2385)
H (2.4439, -4.5517, 0.5449)
H (3.7704, -3.2730, -1.1479)
H (2.7049, -4.4506, -1.9341)
H (2.2758, -2.7326, -1.9155)
H (-0.5158, -2.3455, 0.8062)
H (-2.6038, -1.3190, -0.1852)
H (-5.0644, 2.1428, 1.3797)
H (-7.5008, 1.2382, 1.1036)
H (-8.7724, -0.8378, 0.2061)
H (-7.9202, -1.5773, -1.1589)
H (-7.8247, -2.3158, 0.4362)

Atomic forces in eV per Å
-0.116 -0.267 -0.207
0.123 0.459 0.097
0.069 -0.497 -0.003
-0.191 -0.308 0.045
-0.042 0.150 -0.058
-0.322 -0.297 0.045
0.238 -0.172 -0.191
0.059 0.309 0.101
-0.075 -0.066 -0.307
0.134 0.051 -0.009
-0.050 -0.379 0.003
0.088 0.275 0.513
-0.025 -0.055 -0.045
-0.192 0.503 0.058
0.147 -0.331 -0.392
-0.167 0.055 0.378
0.152 0.192 0.016
0.326 0.290 -0.038
-0.036 -0.285 -0.211
0.091 0.144 0.223
0.003 -0.056 0.036
-0.712 -0.116 -0.031
0.581 -0.174 -0.103
-0.131 -0.273 -0.126
0.367 -0.053 -0.011
-0.014 -0.137 -0.063
-0.317 0.563 0.220
0.062 0.121 -0.023
0.086 0.020 0.086
-0.029 0.052 0.059
0.168 -0.051 0.002
-0.132 -0.019 0.012
0.046 0.101 -0.001
0.033 -0.002 -0.027
-0.052 0.083 -0.038
-0.099 -0.009 -0.021
0.057 0.003 -0.041
-0.090 -0.019 0.013
0.065 -0.031 0.004
0.142 0.024 -0.031
-0.026 -0.033 0.076
0.089 0.001 0.101
-0.120 0.022 -0.073
0.111 0.017 -0.017
-0.011 -0.099 -0.103
-0.008 0.056 -0.101
-0.038 -0.078 0.109
0.080 0.172 -0.011
0.118 0.157 0.070
-0.195 0.054 0.031
-0.053 -0.008 -0.002
-0.098 -0.018 -0.031
-0.095 -0.039 0.015

For the gap between HOMO and LUMO, the calculation gives 7.8 eV. The value obtained for the HOMO energy is -7.3 eV. The value obtained for the LUMO energy is 0.0192 Eh. The SMILES is CCOc1cc(N2CCOCC2)c(OCC)cc1NC(=O)c1ccc(C)s1. The largest force on an atom comes out at 0.7 eV/Å. The total energy is -1586.34684 Ha.

---

2.
The molecule C18H24N2O4, computed with ωB97M-V/def2-TZVPD.

CARTESIAN COORDINATES (ANGSTROEM)
C (-4.8482, -0.6210, 0.6827)
C (-4.2820, 0.7172, 0.2230)
C (-2.8587, 0.9791, 0.7217)
C (-1.8032, 0.0091, 0.1828)
C (-1.5429, 0.1114, -1.3210)
C (-0.8521, 1.4157, -1.7418)
C (0.5584, 1.4264, -1.2093)
O (1.4086, 0.6328, -1.5556)
N (0.8779, 2.4231, -0.3243)
O (-0.1184, 3.1672, 0.2931)
C (2.1102, 2.3432, 0.4530)
C (3.3934, 2.2440, -0.3622)
C (3.9462, 0.8653, -0.0567)
O (4.9415, 0.3608, -0.4936)
N (3.1161, 0.2668, 0.8781)
C (3.2442, -1.1283, 1.2717)
C (2.1936, -1.9396, 0.5566)
C (2.3137, -2.1638, -0.8090)
C (1.3212, -2.8424, -1.4913)
C (0.2032, -3.3026, -0.8153)
C (0.0816, -3.0836, 0.5459)
C (1.0713, -2.3991, 1.2298)
C (2.0492, 1.0288, 1.2383)
O (1.1630, 0.7197, 1.9976)
H (-4.3050, -1.4509, 0.2384)
H (-5.8925, -0.7073, 0.3910)
H (-4.7866, -0.7083, 1.7654)
H (-4.9235, 1.5177, 0.5999)
H (-4.3091, 0.7679, -0.8667)
H (-2.5921, 2.0049, 0.4570)
H (-2.8573, 0.9111, 1.8126)
H (-2.1166, -1.0118, 0.4040)
H (-0.8642, 0.1637, 0.7206)
H (-0.8968, -0.7188, -1.6158)
H (-2.4822, 0.0168, -1.8672)
H (-1.4056, 2.2913, -1.4094)
H (-0.7823, 1.4359, -2.8313)
H (-0.4819, 2.6442, 1.0325)
H (2.1006, 3.2059, 1.1241)
H (4.1262, 3.0023, -0.0848)
H (3.2123, 2.3221, -1.4331)
H (3.1162, -1.1925, 2.3550)
H (4.2521, -1.4413, 0.9889)
H (3.1794, -1.7940, -1.3369)
H (1.4174, -3.0062, -2.5542)
H (-0.5742, -3.8295, -1.3499)
H (-0.7886, -3.4411, 1.0773)
H (0.9665, -2.2120, 2.2884)

Atomic forces in eV per Å
0.033 0.201 -0.151
0.090 0.003 0.189
-0.030 -0.147 -0.146
-0.099 0.149 -0.113
0.046 -0.004 0.143
-0.153 -0.209 -0.063
-0.674 0.445 -0.155
0.215 -0.212 -0.048
0.353 0.240 0.380
-0.259 0.134 0.076
-0.143 -0.048 -0.030
0.064 0.098 -0.188
-0.052 0.428 -0.053
0.178 -0.140 -0.193
0.204 -0.306 0.400
-0.049 -0.107 0.038
0.037 -0.096 0.059
-0.021 -0.099 0.087
0.044 -0.006 -0.079
-0.072 -0.053 -0.023
-0.091 -0.059 0.030
0.077 -0.023 -0.012
0.091 0.497 -0.080
-0.123 -0.109 0.159
0.022 -0.153 -0.002
-0.088 -0.091 0.005
-0.006 -0.067 0.131
-0.020 0.024 -0.101
-0.055 0.085 -0.052
0.051 0.083 0.061
0.001 0.087 0.060
0.075 -0.059 0.079
0.035 -0.092 0.054
-0.070 -0.002 -0.072
0.001 -0.047 -0.088
0.029 -0.032 -0.082
0.080 0.059 0.028
0.288 -0.142 -0.219
-0.021 -0.223 -0.075
0.003 -0.056 0.039
0.059 -0.020 0.081
0.069 -0.020 -0.114
-0.112 0.062 0.108
0.113 0.067 -0.077
0.009 -0.014 -0.096
-0.054 -0.049 -0.041
-0.075 -0.030 0.041
0.002 0.052 0.103

For the gap between HOMO and LUMO, the calculation gives 9.9 eV. The value obtained for the HOMO energy is -9.1 eV. The value obtained for the LUMO energy is 0.0258 Eh. The SMILES is CCCCCCC(=O)N(O)[C@@H]1CC(=O)N(Cc2ccccc2)C1=O. The largest force on an atom comes out at 0.8 eV/Å. The total energy is -1110.78924 Ha.

---

3.
A structure of composition C3H17CdO7 in a non-equilibrium geometry, computed with ωB97M-V/def2-TZVPD.

CARTESIAN COORDINATES (ANGSTROEM)
Cd (9.6861, 5.3586, 4.9213)
C (11.1724, 8.2272, 4.0763)
O (11.3454, 7.0013, 4.6863)
H (10.6759, 8.9418, 4.7598)
H (12.1471, 8.6969, 3.8319)
H (10.6479, 8.2282, 3.0961)
C (7.8463, 5.7543, 7.5476)
O (9.0357, 5.9091, 6.8596)
H (7.6408, 4.6845, 7.7448)
H (7.8120, 6.2488, 8.5292)
H (6.9887, 6.1224, 6.9551)
C (11.6682, 2.7023, 5.3876)
O (11.4252, 4.0634, 5.4916)
H (12.2997, 2.3711, 6.2337)
H (10.7893, 2.0316, 5.3173)
H (12.3357, 2.5618, 4.5104)
O (8.1111, 6.4678, 3.9407)
H (7.6368, 7.2824, 4.1459)
H (8.1266, 6.4168, 2.9770)
O (10.1186, 4.9929, 2.6451)
H (9.4936, 4.5383, 2.0629)
H (10.9811, 4.8987, 2.2195)
O (8.6208, 3.3951, 4.7676)
H (8.5152, 2.8612, 3.9723)
H (8.4836, 2.7860, 5.5037)
O (11.7614, 6.3138, 7.5541)
H (11.7723, 7.2341, 7.8301)
H (10.8057, 6.0998, 7.4493)

Atomic forces in eV per Å
4.030 0.720 1.995
0.578 -0.849 0.764
-0.861 0.129 -1.069
-0.331 0.328 -0.205
0.134 0.113 -0.004
-0.414 -0.009 -0.091
0.517 -0.500 -0.852
-0.644 0.445 1.033
-0.225 -0.089 0.155
0.133 0.204 0.040
-0.271 0.088 0.150
0.876 1.899 -0.091
-0.797 -0.921 -0.149
-0.251 -0.332 0.188
-0.067 -0.171 -0.078
-0.247 -0.711 -0.260
-1.707 0.743 -1.287
0.274 -0.074 0.302
0.200 0.174 0.125
-0.491 -0.336 -1.346
0.272 -0.015 0.025
0.104 0.170 0.513
-1.285 -1.255 -0.431
0.164 -0.003 0.133
0.267 0.267 0.092
-0.168 -0.136 0.796
-0.110 0.025 -0.219
0.318 0.097 -0.228

For the gap between HOMO and LUMO, the calculation gives 5.0 eV. The value obtained for the HOMO energy is -2.9 eV. The value obtained for the LUMO energy is 0.0754 Eh. Its charge is -1. The largest force on an atom comes out at 4.6 eV/Å. The total energy is -818.80846 Ha.

---

4.
A structure of composition C15H32IrNO3S3Se2SiTe2 in a non-equilibrium geometry, computed with ωB97M-V/def2-TZVPD.

CARTESIAN COORDINATES (ANGSTROEM)
Ir (0.4361, -1.3840, 1.9795)
Se (0.0393, -1.4566, 4.6655)
Te (-2.0416, -2.6190, 5.1603)
Te (-2.5854, -4.0883, 2.9107)
Se (-0.6078, -3.7492, 1.5240)
C (0.3981, -1.7426, -2.8057)
C (1.2379, -1.5992, -1.5396)
C (2.4654, -0.7288, -1.7966)
C (1.6680, -2.9791, -1.0448)
O (0.4432, -0.9903, -0.5010)
Si (-0.5135, 0.3417, -0.6288)
S (-0.8650, 0.5654, 1.5070)
O (-1.8990, 0.1547, -1.4165)
C (-3.1543, -0.5081, -1.2285)
C (-3.6516, -0.8648, -2.6291)
C (-4.0973, 0.4762, -0.5352)
C (-2.9807, -1.7598, -0.3753)
O (0.3430, 1.5298, -1.2543)
C (0.0367, 2.7386, -1.9559)
C (1.2951, 3.6031, -1.8926)
C (-0.3048, 2.3739, -3.3997)
C (-1.1383, 3.4382, -1.2839)
H (0.9893, -2.2161, -3.5840)
H (0.0703, -0.7672, -3.1538)
H (-0.4744, -2.3590, -2.6034)
H (3.0709, -1.1615, -2.5880)
H (3.0634, -0.6534, -0.8923)
H (2.1578, 0.2692, -2.0918)
H (2.3325, -3.4377, -1.7720)
H (0.8016, -3.6277, -0.9096)
H (2.1921, -2.8942, -0.0927)
H (-3.7195, 0.0382, -3.2304)
H (-4.6310, -1.3307, -2.5797)
H (-2.9589, -1.5497, -3.1110)
H (-4.2559, 1.3503, -1.1626)
H (-3.6610, 0.8025, 0.4069)
H (-5.0572, 0.0050, -0.3435)
H (-2.2377, -2.4206, -0.8149)
H (-3.9195, -2.2994, -0.2940)
H (-2.6479, -1.4713, 0.6204)
H (2.1375, 3.0790, -2.3381)
H (1.5388, 3.8304, -0.8588)
H (1.1334, 4.5307, -2.4342)
H (0.5444, 1.8886, -3.8773)
H (-0.5570, 3.2676, -3.9640)
H (-1.1512, 1.6910, -3.4122)
H (-0.9202, 3.5902, -0.2307)
H (-2.0281, 2.8211, -1.3685)
H (-1.3250, 4.4002, -1.7511)
S (2.8587, -0.9183, 2.1047)
C (2.9653, -0.0964, 3.5712)
N (3.3470, -0.6697, 4.7056)
C (3.5592, 0.1707, 5.8648)
C (2.8848, 1.5080, 5.5681)
S (2.6788, 1.5967, 3.7469)
H (3.5787, -1.6519, 4.7340)
H (4.6354, 0.3011, 6.0371)
H (3.1196, -0.3033, 6.7461)
H (3.4747, 2.3609, 5.8904)
H (1.8882, 1.5738, 6.0033)

Atomic forces in eV per Å
-0.422 -0.577 0.212
0.712 0.214 -2.425
-0.408 -0.481 -0.556
0.023 0.341 0.694
0.256 1.517 0.288
0.014 0.070 0.400
0.798 -0.583 -0.577
-0.256 -0.048 0.090
-0.305 0.309 0.036
0.217 -0.778 1.236
-0.874 0.325 1.572
0.765 -0.966 0.069
0.355 0.133 -0.417
-0.566 -0.190 0.022
0.159 0.185 0.326
0.267 -0.111 -0.226
0.152 0.326 -0.109
0.378 -0.051 -0.113
-0.034 0.467 -0.456
-0.273 -0.279 0.011
0.092 0.010 0.277
0.220 -0.237 -0.016
0.063 -0.019 -0.088
-0.072 0.124 -0.175
-0.135 -0.050 -0.040
0.076 -0.085 -0.060
0.121 0.036 0.091
0.052 0.089 -0.043
0.075 -0.054 -0.025
-0.012 -0.025 -0.048
0.121 -0.017 0.047
-0.041 0.073 -0.094
-0.136 -0.062 0.008
0.074 -0.102 -0.058
-0.039 0.083 -0.072
-0.022 -0.023 0.119
-0.124 -0.033 0.040
0.085 -0.110 -0.054
-0.163 -0.050 -0.008
0.002 -0.082 0.095
0.068 -0.048 -0.061
0.028 0.066 0.132
0.008 0.119 -0.046
0.088 -0.026 -0.055
-0.039 0.077 -0.087
-0.119 -0.023 -0.060
0.030 0.106 0.181
-0.207 -0.019 -0.026
-0.056 0.108 -0.043
-1.099 0.071 -0.438
0.294 0.199 0.963
-0.128 0.055 -0.504
0.295 0.220 0.448
-0.356 0.141 -0.261
0.041 -0.231 0.101
-0.049 -0.043 -0.167
-0.183 -0.067 -0.052
0.092 0.067 -0.086
0.021 -0.045 0.050
0.077 -0.014 0.041

For the gap between HOMO and LUMO (alpha / beta), the calculation gives 5.6 / 4.9 eV. The value obtained for the HOMO energy (alpha / beta) is -10.3 / -10.3 eV. The value obtained for the LUMO energy (alpha / beta) is -0.1720 / -0.2001 Eh. The expectation value of S² is 0.772. Its charge is +1. The largest force on an atom comes out at 2.5 eV/Å. The multiplicity is 2. The total energy is -7798.50409 Ha.

---

5.
A structure of composition C24H17CoN4O4PSe in a non-equilibrium geometry, computed with ωB97M-V/def2-TZVPD.

CARTESIAN COORDINATES (ANGSTROEM)
Co (-1.4912, 2.1945, -0.1293)
C (-0.2562, -3.8316, 4.4849)
C (0.7684, -3.7893, 3.5465)
C (0.7759, -2.7994, 2.5786)
C (-0.2615, -1.8632, 2.5634)
C (-1.3042, -1.9076, 3.4980)
C (-1.2877, -2.8954, 4.4635)
P (-0.2642, -0.6041, 1.3488)
C (1.3076, -0.4392, 0.5380)
C (1.5268, -0.9334, -0.7455)
C (2.7758, -0.7752, -1.3281)
C (3.7844, -0.1137, -0.6375)
C (3.5612, 0.3789, 0.6471)
C (2.3231, 0.2127, 1.2463)
C (-1.6705, -0.7210, 0.2574)
C (-2.2315, -1.9855, 0.0635)
C (-3.4292, -2.1195, -0.6209)
C (-4.0776, -0.9882, -1.0883)
C (-3.5232, 0.2781, -0.9031)
C (-2.3143, 0.4118, -0.2391)
H (-0.2506, -4.6032, 5.2457)
H (1.5661, -4.5203, 3.5764)
H (1.5748, -2.7533, 1.8460)
H (-2.1075, -1.1796, 3.4696)
H (-2.0761, -2.9380, 5.2045)
H (0.7374, -1.4604, -1.2737)
H (2.9712, -1.1872, -2.3121)
H (4.7610, 0.0023, -1.0942)
H (4.3593, 0.8753, 1.1899)
H (2.1496, 0.5783, 2.2520)
H (-1.7318, -2.8620, 0.4646)
H (-3.8646, -3.0992, -0.7663)
H (-5.0324, -1.0757, -1.5934)
H (-4.0669, 1.1369, -1.2748)
O (-3.3183, 4.0403, -1.0667)
N (-2.6099, 3.1920, -0.8511)
Se (3.7918, 4.6714, -2.4942)
N (2.8435, 3.5230, -3.2561)
C (1.7288, 2.7895, -3.1364)
C (1.3309, 1.9377, -4.1836)
C (0.1935, 1.1807, -4.0454)
C (-0.5447, 1.2825, -2.8745)
N (-0.1946, 2.0890, -1.8609)
C (0.9093, 2.8241, -1.9688)
N (1.3031, 3.6445, -0.9498)
H (1.9318, 1.9031, -5.0852)
H (-0.1382, 0.5193, -4.8345)
H (-1.4535, 0.7080, -2.7365)
O (-0.5658, 0.7572, 2.1940)
O (-0.5920, 1.8526, 1.3048)
O (0.7147, 4.4341, 1.2094)
C (0.9678, 4.0274, 0.1572)

Atomic forces in eV per Å
-0.094 -2.656 -0.520
0.033 -0.007 -0.006
-0.002 -0.063 0.074
-0.081 0.036 0.075
0.120 -0.134 0.037
0.048 -0.055 -0.060
-0.003 -0.052 0.060
-0.786 1.080 0.227
0.009 0.205 0.066
-0.070 -0.018 0.034
0.064 -0.004 -0.104
0.027 0.056 0.060
0.085 0.015 -0.029
0.038 -0.075 -0.157
-0.058 -0.362 -0.058
0.047 -0.185 -0.006
0.032 -0.081 0.005
-0.086 0.119 -0.022
-0.196 -0.466 -0.110
0.533 1.168 -0.091
-0.008 0.047 -0.044
-0.050 0.011 0.004
-0.046 -0.004 0.081
0.070 -0.026 0.000
0.042 -0.012 -0.042
0.028 0.059 0.031
-0.017 0.035 0.067
-0.049 -0.030 0.036
-0.076 -0.065 -0.074
-0.046 0.010 -0.049
-0.100 0.009 -0.020
0.021 0.020 0.007
0.038 -0.046 0.016
0.047 -0.037 0.023
-1.867 1.081 -0.917
0.563 1.024 0.479
-0.613 -0.624 -0.238
0.110 0.217 0.030
0.356 0.315 0.280
-0.027 -0.265 -0.412
0.233 -0.029 -0.408
0.254 0.331 0.240
0.004 -0.181 -0.034
-0.052 0.379 1.031
0.429 -0.163 -1.000
-0.011 -0.001 0.058
0.024 0.040 0.022
-0.001 0.015 0.095
0.313 -1.086 -0.108
1.138 0.583 1.065
0.497 -0.245 -1.301
-0.864 0.118 1.611

For the gap between HOMO and LUMO (alpha / beta), the calculation gives 4.1 / 5.3 eV. The value obtained for the HOMO energy (alpha / beta) is -13.6 / -14.5 eV. The value obtained for the LUMO energy (alpha / beta) is -0.3495 / -0.3386 Eh. The expectation value of S² is 3.935. Its charge is +2. The largest force on an atom comes out at 2.7 eV/Å. The multiplicity is 4. The total energy is -5569.49902 Ha.